[1]
Entry from the OMol25 dataset: C35H35Br2IO2 as an isolated structure at a distorted geometry (wB97M-V/def2-TZVPD).

Output
**Gap between HOMO and LUMO**: 8.802 eV
**Net charge**: 0
**Lowest unoccupied orbital energy**: -0.019 hartree

Cartesian coordinates (Å):
C 3.5809 -1.2385 -3.3367
C 1.9468 -1.1197 -3.0420
Br 1.1876 0.6933 -2.6673
C 1.0348 -2.3315 -3.0513
Br 1.7560 -4.1961 -3.4561
C -0.5779 -2.2639 -2.7175
I -1.5157 -4.2881 -2.6936
O -1.3704 -1.4741 -3.6720
C -2.6876 -1.2886 -2.9766
O -3.7914 -1.1798 -3.7537
H 3.9892 -2.3156 -3.1094
H 4.1383 -0.4941 -2.5902
H 3.8251 -0.8576 -4.4160
H -0.6607 -1.8932 -1.5932
H -2.7347 -1.2522 -1.7855
C -5.0479 0.6568 1.1976
C -4.6285 1.2662 2.3797
C -3.5692 2.1730 2.3601
C -2.9351 2.4781 1.1553
C -3.3571 1.8715 -0.0274
C -4.4104 0.9577 -0.0063
H -5.8713 -0.0524 1.2138
H -5.1271 1.0335 3.3174
H -3.2382 2.6425 3.2824
H -2.1128 3.1884 1.1390
H -2.8639 2.1107 -0.9664
H -4.7352 0.4812 -0.9270
C 1.9137 4.8895 -3.3123
C 2.1711 6.2446 -3.5174
C 3.4854 6.7104 -3.5373
C 4.5438 5.8184 -3.3617
C 4.2864 4.4626 -3.1603
C 2.9716 3.9984 -3.1312
H 0.8891 4.5274 -3.2935
H 1.3466 6.9385 -3.6611
H 3.6854 7.7674 -3.6904
H 5.5683 6.1804 -3.3820
H 5.1113 3.7674 -3.0251
H 2.7713 2.9430 -2.9688
C -0.7632 -1.8827 1.7965
C 0.3563 -2.2072 1.0309
C 1.0512 -3.3909 1.2771
C 0.6203 -4.2558 2.2836
C -0.5015 -3.9330 3.0467
C -1.1909 -2.7447 2.8065
H -1.3025 -0.9584 1.6066
H 0.6879 -1.5366 0.2421
H 1.9274 -3.6403 0.6849
H 1.1588 -5.1807 2.4724
H -0.8382 -4.6078 3.8299
H -2.0615 -2.4909 3.4049
C -0.0229 7.7975 -0.6463
C -1.3489 8.2170 -0.5442
C -2.2986 7.3902 0.0555
C -1.9196 6.1469 0.5624
C -0.5928 5.7290 0.4636
C 0.3549 6.5519 -0.1444
H 0.7162 8.4406 -1.1167
H -1.6427 9.1888 -0.9330
H -3.3330 7.7146 0.1288
H -2.6585 5.5045 1.0341
H -0.2973 4.7607 0.8602
H 1.3874 6.2236 -0.2261
C 1.2012 -7.4096 4.4269
C 2.0007 -7.7660 3.3414
C 1.9321 -9.0567 2.8178
C 1.0558 -9.9890 3.3741
C 0.2535 -9.6313 4.4573
C 0.3289 -8.3433 4.9868
H 1.2574 -6.4046 4.8369
H 2.6786 -7.0375 2.9036
H 2.5601 -9.3362 1.9762
H 0.9986 -10.9934 2.9631
H -0.4306 -10.3575 4.8897
H -0.2923 -8.0667 5.8342

=====

[2]
Entry from the OMol25 dataset: C35H35Cl2DyN6S as an isolated structure at a distorted geometry (wB97M-V/def2-TZVPD).

Output
**<S²>**: 9.13
**Gap between HOMO and LUMO (alpha / beta)**: 5.879 / 5.922 eV
**2S+1**: 6
**Net charge**: 0
**Energy relative to the best compared isomer or geometry (same formula, charge and spin)**: 34.65 kcal/mol
**Lowest unoccupied orbital energy (alpha / beta)**: -0.033 / -0.033 hartree

Cartesian coordinates (Å):
Dy 0.3173 0.5953 0.6423
N -2.1180 2.1873 -3.0971
C -1.5374 1.4789 -2.1016
S -1.8464 2.0296 -0.5029
N -0.8775 0.4137 -2.5181
N -0.1106 -0.2686 -1.6568
C 0.2002 -1.4936 -1.9831
C -0.3307 -2.1998 -3.1757
C -0.3339 -1.6235 -4.4465
C -0.9025 -2.2906 -5.5201
C -1.4841 -3.5373 -5.3427
C -1.4815 -4.1234 -4.0859
C -0.9033 -3.4644 -3.0145
C 1.0370 -2.2550 -1.0439
C 1.7509 -3.3758 -1.4783
C 2.4805 -4.1186 -0.5740
C 2.4718 -3.7422 0.7635
C 1.7858 -2.5952 1.1058
N 1.1145 -1.8416 0.2351
H -2.7840 2.8937 -2.8460
H -2.1118 1.8043 -4.0268
H 0.1192 -0.6559 -4.5898
H -0.8989 -1.8288 -6.4989
H -1.9356 -4.0508 -6.1819
H -1.9416 -5.0914 -3.9354
H -0.9182 -3.9263 -2.0347
H 1.7251 -3.6373 -2.5259
H 3.0403 -4.9849 -0.9010
H 2.9914 -4.3185 1.5153
H 1.7657 -2.2551 2.1343
Cl 3.2582 0.2138 1.7004
C 4.1252 0.0427 0.1610
Cl 2.9922 0.1942 -1.1900
H 4.5768 -0.9415 0.1301
H 4.8600 0.8358 0.0975
C -3.6114 -1.7657 -1.1104
C -3.4515 -1.5608 0.3730
C -4.4848 -1.8613 1.2557
C -4.3072 -1.6468 2.6161
C -5.4039 -1.9799 3.5961
C -3.1220 -1.1035 3.0955
C -2.0558 -0.7535 2.2415
C -2.2719 -1.0512 0.8754
N -0.8518 -0.1687 2.5750
C -0.5761 0.2915 3.9368
C -1.5459 1.3970 4.3909
C -0.4734 -0.8494 4.9661
C 0.8206 0.9318 3.8800
H -4.6182 -2.1083 -1.3475
H -2.9020 -2.5037 -1.4882
H -3.4267 -0.8326 -1.6478
H -5.4183 -2.2665 0.8825
H -6.2591 -2.4254 3.0892
H -5.7414 -1.0793 4.1127
H -5.0496 -2.6822 4.3528
H -3.0547 -0.9495 4.1603
H -1.4674 -0.8689 0.1669
H -2.5667 1.0428 4.5015
H -1.5461 2.1907 3.6409
H -1.2245 1.8177 5.3463
H -1.4342 -1.2698 5.2490
H 0.0108 -0.4823 5.8735
H 0.1312 -1.6560 4.5458
H 0.8628 1.7119 3.1076
H 1.5780 0.1683 3.6811
H 1.0659 1.4024 4.8317
N 6.0118 8.3691 -3.0771
C 5.4100 7.5345 -2.5632
C 4.6511 6.4999 -1.9338
C 5.1436 5.1962 -1.8789
C 4.3909 4.1974 -1.2938
C 3.1324 4.4730 -0.7495
C 2.6486 5.7860 -0.8086
C 3.3967 6.7882 -1.3916
C 2.3309 3.4442 -0.1677
C 1.6073 2.5895 0.3172
H 6.1148 4.9771 -2.3021
H 4.7719 3.1849 -1.2740
H 1.6704 6.0012 -0.4017
H 3.0190 7.8007 -1.4387

=====

Values of calculated total energy, in order: -6950.6920, -3886.8376, all in a.u..